DFT (the ωB97M-V functional and the def2-TZVPD basis) results for a 4-piece molecular cluster, C36H77F3NO14P overall in a non-equilibrium geometry.

XYZ file:
```
132
Properties=species:S:1:pos:R:3:mulliken_charge:R:1
C -1.1831 0.6865 1.3051 -0.91
C 0.2337 -0.0345 1.2519 0.21
C 1.4975 0.9200 1.4185 -0.43
C 1.3791 2.0418 2.5397 -0.76
C 2.1222 1.6554 3.9228 -0.68
C 1.4319 0.2645 4.4184 1.66
C 1.4585 0.0380 5.9786 -1.40
O 1.5701 -1.3302 6.2755 -0.30
C 2.8339 -1.9763 6.2317 -0.06
C 3.1176 -2.9141 4.9269 0.23
C 4.2817 -2.3536 3.9771 -1.51
C 1.8504 -3.2094 4.0200 0.61
C 1.3101 -4.7188 4.0582 -1.33
P 4.4026 -1.0348 6.7208 -0.17
O 4.7054 0.3510 5.8003 -0.49
O 4.3413 -0.6157 8.3980 -0.41
C 0.1589 0.5542 6.8208 1.59
C -1.0618 -0.4627 6.8251 -1.21
C -1.4443 -1.2071 5.5010 0.57
C -1.3774 -2.8110 5.5404 -1.15
N -1.8927 -0.7091 4.3814 -0.64
O 0.7463 0.4045 8.1570 -0.28
C 0.2283 1.1905 9.1804 -0.44
O -1.1550 0.9449 9.5636 -0.52
C -0.2757 2.0284 6.4702 0.36
F 0.7205 2.9939 6.7295 -0.26
F -0.6303 2.2353 5.1198 -0.20
F -1.4611 2.4575 7.1175 -0.31
H -1.9727 -0.1435 1.2587 0.36
H -1.3789 1.3243 0.3761 0.20
H -1.3867 1.2475 2.2696 0.07
H 0.3048 -0.5485 0.2308 0.40
H 0.2036 -0.8908 2.0139 -0.25
H 2.3927 0.2372 1.6289 0.11
H 1.6876 1.4469 0.4267 0.33
H 0.3309 2.3907 2.7736 0.25
H 1.9354 2.9661 2.1478 0.47
H 3.2142 1.4364 3.6680 0.42
H 1.9974 2.4959 4.6652 0.28
H 0.4081 0.2719 3.9456 -0.87
H 2.1052 -0.5312 3.9448 -0.39
H 2.2757 0.7343 6.3885 0.52
H 2.7670 -2.7659 7.0765 0.54
H 3.5003 -3.9329 5.2858 0.59
H 4.0539 -1.3495 3.5018 0.16
H 4.3331 -3.0957 3.1019 0.46
H 5.3200 -2.4080 4.4486 0.39
H 2.1821 -3.0452 2.9330 0.29
H 0.9598 -2.5278 4.1594 -0.68
H 0.8944 -4.9216 3.0096 0.29
H 2.1767 -5.4158 4.2606 0.36
H 0.4274 -4.8750 4.7581 0.26
H 4.4942 0.2547 4.8545 0.37
H 4.0867 -1.4530 8.8377 0.33
H -0.8527 -1.2536 7.6235 0.44
H -2.0114 0.0561 7.2045 0.41
H -0.4203 -3.1887 6.0182 0.09
H -2.2280 -3.1203 6.2492 0.41
H -1.6227 -3.2798 4.5442 0.34
H -1.9492 0.3096 4.5362 0.31
H 0.8290 0.9614 10.1309 0.31
H 0.3212 2.3303 9.0757 0.31
H -1.5816 1.8164 9.6409 0.34
C -0.0128 -1.5560 -5.7560 -0.73
O -0.9054 -0.5083 -5.4345 -0.26
C -1.8372 -0.8890 -4.4272 -0.56
C -2.4417 0.3425 -3.7671 -0.39
O -1.5869 0.9270 -2.7852 -0.37
C -0.4721 1.6617 -3.2906 -0.27
C -0.8648 3.0088 -3.8823 -0.66
O -1.3550 2.8438 -5.2075 -0.29
C -2.1120 3.9605 -5.6365 -0.82
H -0.5597 -2.4281 -6.1305 0.32
H 0.6634 -1.1995 -6.5335 0.24
H 0.5831 -1.8323 -4.8796 0.28
H -1.3426 -1.5019 -3.6651 0.30
H -2.6288 -1.4749 -4.9089 0.44
H -3.3331 0.0247 -3.2190 0.39
H -2.7646 1.0820 -4.5012 0.16
H 0.1109 1.0626 -3.9915 0.21
H 0.1660 1.8488 -2.4220 0.28
H 0.0180 3.6581 -3.9310 0.43
H -1.6266 3.4783 -3.2498 0.34
H -2.9970 4.0862 -5.0035 0.35
H -2.4427 3.7745 -6.6595 0.27
H -1.5029 4.8684 -5.6186 0.35
C 4.0492 -10.4564 -2.1109 -0.77
O 3.1382 -9.4316 -1.7669 -0.25
C 2.2410 -9.8360 -0.7377 -0.59
C 1.6218 -8.6201 -0.0627 -0.38
O 2.4852 -8.0138 0.8987 -0.47
C 3.5682 -7.2505 0.3678 -0.49
C 3.1268 -5.9132 -0.2116 -0.34
O 2.6086 -6.0886 -1.5251 -0.31
C 1.8133 -4.9919 -1.9326 -0.79
H 3.5158 -11.3420 -2.4727 0.32
H 4.6971 -10.0826 -2.9042 0.23
H 4.6729 -10.7176 -1.2495 0.32
H 2.7690 -10.4362 0.0118 0.35
H 1.4530 -10.4416 -1.2005 0.42
H 0.7522 -8.9602 0.5066 0.39
H 1.2630 -7.8893 -0.7888 0.18
H 4.1488 -7.8334 -0.3485 0.18
H 4.2222 -7.0480 1.2206 0.44
H 3.9910 -5.2410 -0.2810 0.46
H 2.3687 -5.4640 0.4404 0.17
H 0.9410 -4.8900 -1.2778 0.34
H 1.4628 -5.1853 -2.9477 0.26
H 2.3991 -4.0679 -1.9275 0.34
C -6.4743 9.9937 -6.5433 -0.77
O -5.3050 9.5375 -7.1937 -0.26
C -4.2448 9.2880 -6.2766 -0.60
C -3.2047 8.3691 -6.9019 -0.46
O -3.5832 6.9932 -6.8718 -0.34
C -4.5882 6.6055 -7.8087 -0.48
C -4.0709 6.5263 -9.2388 -0.58
O -4.0287 7.8233 -9.8230 -0.26
C -3.1823 7.8682 -10.9555 -0.76
H -6.2788 10.9294 -6.0086 0.32
H -7.2378 10.1702 -7.3014 0.23
H -6.8462 9.2331 -5.8487 0.33
H -4.6345 8.8246 -5.3631 0.35
H -3.7840 10.2513 -6.0286 0.43
H -2.2965 8.4303 -6.2957 0.38
H -2.9368 8.6837 -7.9116 0.22
H -5.4699 7.2425 -7.7284 0.20
H -4.8915 5.5996 -7.5047 0.42
H -4.7514 5.9111 -9.8402 0.43
H -3.0728 6.0739 -9.2427 0.35
H -2.1509 7.6351 -10.6695 0.32
H -3.2086 8.8816 -11.3590 0.23
H -3.5282 7.1697 -11.7230 0.31
```

F_max = 3.373 eV Å⁻¹
Calculated total energy = -86167.7866 eV
SMILES = [H]/N=C(/C)C[C@@](OCO)([C@H](CCCCCC)O[C@@H]([C@H](C)CC)P(O)O)C(F)(F)F.COCCOCCOC.COCCOCCOC.COCCOCCOC
HOMO-LUMO gap = 8.389 eV

DFT (the ωB97M-V functional and the def2-TZVPD basis) results for a 4-piece molecular cluster, C36H77N3O10PS overall in a non-equilibrium geometry.

XYZ file:
```
128
Properties=species:S:1:pos:R:3:mulliken_charge:R:1
C 5.1126 0.1914 1.4146 -1.12
C 3.8874 0.5998 0.6171 0.20
C 2.3521 0.0585 0.9827 1.36
C 2.1958 -0.3542 2.5567 -0.85
C 2.2614 -2.1309 2.6841 0.42
C 3.8695 -2.7836 2.6327 -0.71
O 2.9329 -2.6900 3.9815 -0.49
N 2.0954 -1.2057 0.1579 0.32
P 3.3914 -1.7902 -0.8944 0.01
C 3.4862 -0.7819 -2.5598 -0.93
C 3.0543 -3.6035 -1.5264 -0.55
C 2.7039 -3.6202 -3.1570 -0.83
C 0.6654 -1.2734 -0.2603 -0.35
N -0.0954 -2.0793 -1.0566 0.38
C -1.6102 -1.9400 -1.2796 -0.53
N 0.0235 -0.1112 0.5108 0.09
C 1.0772 1.0168 0.4682 -0.51
C 1.3238 1.6720 -1.0290 -0.03
C 0.1312 2.7430 -1.4865 -0.79
C -1.3622 2.0868 -1.4045 0.75
C -2.4873 2.7294 -2.3978 -0.51
C -3.9841 2.6910 -1.7356 -0.84
C -4.4330 1.2674 -1.0702 -0.20
C -5.1940 0.2246 -2.0826 -0.31
C -4.4296 -0.0449 -3.5072 0.09
C -5.2420 0.7902 -4.6613 -1.02
C 0.7240 2.2889 1.4964 -0.85
C 1.9457 3.4092 1.5334 -0.02
C 1.4525 4.9495 1.2662 -0.68
S 2.6089 5.7161 -0.0467 1.09
O 2.3540 5.1698 -1.4730 -0.58
O 2.3525 7.2437 -0.0361 -0.58
O 4.2756 5.3873 0.2966 -0.48
H 5.9025 -0.5600 0.9550 0.21
H 5.3025 0.6182 2.4893 0.28
H 4.1133 1.3562 -0.2695 0.22
H 3.0379 0.0323 3.2694 0.26
H 1.1306 -0.1627 3.0203 0.33
H 1.3497 -2.7878 2.1262 0.13
H 4.7100 -2.2494 3.2552 0.24
H 3.7485 -3.9637 2.7109 0.36
H 4.3513 -1.2833 -3.1761 0.45
H 2.4593 -0.7212 -3.1147 0.23
H 3.8895 0.2917 -2.2281 0.21
H 3.9408 -4.3324 -1.2993 0.42
H 2.0994 -4.0727 -0.9949 0.28
H 2.3012 -4.6885 -3.5007 0.30
H 1.8449 -2.8599 -3.4355 0.20
H 3.6924 -3.3352 -3.7555 0.27
H 0.3776 -2.8603 -1.5591 0.17
H -1.9249 -2.2278 -2.3724 0.30
H -2.1013 -2.7700 -0.5762 0.35
H -2.0451 -0.9190 -0.9076 -0.15
H -0.3695 -0.3341 1.4501 0.36
H 2.3317 2.2746 -1.1267 0.12
H 1.3464 0.8677 -1.8993 -0.10
H 0.1896 3.7675 -0.9229 0.00
H 0.3611 2.9774 -2.6344 0.41
H -1.2446 0.9412 -1.7189 -0.60
H -1.7610 2.1695 -0.3048 0.10
H -2.4342 2.1370 -3.4228 0.23
H -2.2337 3.8597 -2.6858 0.32
H -4.8191 2.9771 -2.5258 0.29
H -4.0043 3.4957 -0.8597 0.34
H -5.2288 1.5340 -0.2207 0.33
H -3.5872 0.6672 -0.5303 0.01
H -5.2166 -0.8261 -1.5160 -0.20
H -6.3184 0.5520 -2.1770 0.37
H -3.2719 0.1251 -3.4904 0.08
H -4.5884 -1.1986 -3.7589 0.10
H -6.1700 0.1573 -5.0508 0.31
H -5.6530 1.7927 -4.1927 0.22
H -4.5117 0.9594 -5.5623 0.30
H -0.3385 2.7744 1.2494 0.39
H 0.6110 1.9238 2.6274 0.31
H 2.4325 3.4019 2.6224 0.42
H 2.8221 3.1828 0.7929 -0.28
H 1.6238 5.5884 2.2490 0.38
H 0.3363 5.0060 0.8979 0.41
H 4.5754 4.6796 -0.3614 0.34
C -5.4342 -5.6153 -3.3049 -0.59
O -6.0067 -6.2131 -2.1474 -0.40
C -5.2318 -5.9662 -0.9693 -0.37
C -5.8363 -4.8339 -0.1312 -0.34
O -5.7668 -3.5820 -0.8199 -0.20
C -7.0056 -3.2298 -1.4282 -0.82
H -6.1927 -5.5992 -4.0921 0.26
H -5.1085 -4.5895 -3.1229 0.14
H -4.5856 -6.2167 -3.6463 0.34
H -4.1879 -5.7518 -1.2276 0.24
H -5.2473 -6.8876 -0.3777 0.32
H -5.2485 -4.7261 0.7876 0.17
H -6.8690 -5.0642 0.1575 0.33
H -7.6939 -2.8514 -0.6669 0.32
H -7.4635 -4.0749 -1.9492 0.41
H -6.8162 -2.4357 -2.1559 0.17
C 8.1823 8.9730 -0.9410 -0.74
O 8.2872 7.9611 0.0539 -0.38
C 8.3461 8.5046 1.3770 -0.46
C 6.9846 8.4193 2.0762 -0.40
O 6.0171 9.2564 1.4364 -0.40
C 5.1522 8.5228 0.5749 -0.65
H 7.8662 8.5021 -1.8756 0.25
H 7.4488 9.7375 -0.6782 0.32
H 9.1611 9.4385 -1.0950 0.33
H 8.7158 9.5368 1.3578 0.32
H 9.0675 7.9016 1.9384 0.37
H 7.0949 8.7857 3.1033 0.39
H 6.6312 7.3823 2.1273 0.19
H 4.4025 7.9943 1.1708 0.29
H 5.6988 7.8073 -0.0454 0.30
H 4.6417 9.2320 -0.0827 0.28
C -4.6004 -7.2762 3.2713 -0.90
O -3.8110 -6.1195 3.0189 -0.22
C -3.7641 -5.2377 4.1456 -0.51
C -2.4583 -5.4049 4.9309 -0.51
O -2.3788 -6.6966 5.5404 -0.38
C -1.5595 -7.5952 4.7989 -0.68
H -4.3734 -8.0195 2.5026 0.25
H -4.3880 -7.7175 4.2469 0.45
H -5.6620 -7.0166 3.2072 0.30
H -4.6361 -5.3872 4.7937 0.36
H -3.8099 -4.2161 3.7541 0.35
H -2.4402 -4.6674 5.7415 0.39
H -1.5865 -5.2203 4.2915 0.28
H -0.5055 -7.3675 4.9825 0.32
H -1.7635 -7.5483 3.7258 0.27
H -1.7647 -8.6117 5.1463 0.25
```

Charge = +1
F_max = 6.965 eV Å⁻¹
Calculated total energy = -83620.0718 eV
HOMO-LUMO gap = 6.389 eV

DFT (the ωB97M-V functional and the def2-TZVPD basis) results for C36H78BrCsGeNO6S3Sb as an isolated structure in a non-equilibrium geometry.

XYZ file:
```
128
Properties=species:S:1:pos:R:3:mulliken_charge:R:1
Cs -0.9671 -0.4518 -1.5315 1.15
C -5.1739 -6.0540 -3.4805 -0.89
C -5.2890 -5.3674 -4.8469 -0.64
S -3.9358 -4.1477 -5.2335 -0.07
C -4.9182 -2.6793 -5.6367 -0.82
C -5.5507 -1.9202 -4.4922 -0.83
S -4.6177 -1.6988 -2.9410 0.11
C -5.8251 -2.3998 -1.7480 -0.45
C -6.2309 -3.8562 -1.8934 -0.81
S -4.9087 -5.0910 -1.8683 -0.09
H -6.0349 -6.6607 -3.2817 0.44
H -4.3083 -6.6619 -3.2992 0.42
H -5.2129 -6.1115 -5.6153 0.47
H -6.2297 -4.7794 -4.9359 0.32
H -4.1605 -2.0272 -6.0809 0.36
H -5.7453 -2.9258 -6.3327 0.43
H -5.9500 -0.9272 -4.8607 0.45
H -6.4452 -2.4921 -4.1693 0.25
H -5.3684 -2.2036 -0.7328 0.06
H -6.6787 -1.7225 -1.8238 0.52
H -7.0712 -4.1580 -1.2877 0.57
H -6.6208 -4.0243 -2.8338 0.18
C -3.4990 2.4413 -1.9438 -0.89
C -4.1192 2.3302 -0.5393 1.51
C -4.3566 3.6806 0.1046 -1.56
C -5.3663 1.4514 -0.6223 -1.71
O -3.1270 1.5132 0.2011 -0.23
Ge -2.6843 1.8921 1.8733 -0.66
O -2.0347 0.3409 2.4771 0.71
C -2.5987 -0.8022 3.0768 1.50
C -3.8305 -0.5203 3.9118 -1.83
C -2.7869 -1.7293 1.8889 -0.89
C -1.4497 -1.5242 3.9256 -1.19
O -1.0987 2.6435 1.6237 0.75
C -0.3203 3.4586 2.5544 1.63
C -0.3119 2.5637 3.8196 -1.57
C -1.1083 4.7188 2.7306 -1.92
C 1.0895 3.6786 1.9807 -1.28
H -4.1993 3.1730 -2.5198 0.34
H -3.4820 1.4801 -2.3961 0.09
H -2.3956 2.7016 -1.9090 0.10
H -5.1500 4.2567 -0.3810 0.47
H -3.3689 4.2427 0.1418 0.33
H -4.6961 3.6083 1.1701 0.35
H -6.2165 1.8538 -1.1848 0.44
H -5.8623 1.2465 0.3499 0.35
H -5.1667 0.5344 -1.0904 0.25
H -4.6790 -0.1123 3.3189 0.29
H -3.5856 0.2197 4.6746 0.42
H -4.3174 -1.4421 4.3252 0.37
H -3.5168 -1.4125 1.1580 0.11
H -3.0684 -2.7686 2.1436 0.53
H -1.8049 -1.8371 1.3687 -0.37
H -1.5143 -0.8511 4.8559 0.30
H -0.4942 -1.4361 3.4976 0.14
H -1.6610 -2.6060 4.0615 0.38
H -1.2154 2.5765 4.4078 0.42
H 0.3363 3.0314 4.5322 0.69
H -0.0352 1.5328 3.6234 0.13
H -2.1093 4.5081 3.1000 0.39
H -1.1518 5.3332 1.8796 0.40
H -0.6155 5.2641 3.5781 0.40
H 1.6478 2.7429 1.7273 -0.01
H 1.7506 4.0925 2.8276 0.43
H 1.0247 4.3577 1.0985 0.31
C 3.2763 -3.8176 6.4982 -1.20
C 2.7665 -3.9077 5.0967 0.77
C 2.1424 -4.9676 4.5166 -0.42
C 1.5476 -4.8878 3.3155 -0.60
C 1.7010 -3.6884 2.5653 0.25
Br 0.4851 -3.3730 1.1408 -0.09
N 2.4918 -2.7367 3.0379 -0.30
C 3.0120 -2.8429 4.2630 -0.49
H 2.4129 -3.8749 7.1606 0.31
H 3.8493 -2.8865 6.5242 0.32
H 3.9035 -4.7170 6.6395 0.33
H 2.0905 -5.9375 5.0433 0.35
H 0.9234 -5.6723 2.9426 0.47
H 3.5727 -1.9586 4.5962 0.30
O 0.0824 2.5324 -1.1499 -0.58
H -0.5388 2.5252 -0.4273 0.02
H 1.0003 2.2417 -0.7908 0.05
O 0.6948 0.0450 1.3504 -0.06
H 1.0523 -0.8017 1.6780 -0.05
H -0.0179 0.3234 1.8803 -0.18
O -1.9072 -3.2041 -1.8697 -0.34
H -2.3590 -3.4284 -2.7377 0.17
H -1.6708 -4.0777 -1.5163 0.21
C 5.2892 2.9967 -3.4786 -1.43
C 3.8862 2.9273 -2.8195 1.45
C 3.4170 4.3256 -2.4654 -1.79
C 2.8333 2.3812 -3.7844 -1.77
Sb 3.8273 1.8445 -0.9146 1.39
C 5.7621 2.4064 0.1026 1.43
C 7.0956 1.7628 -0.2807 -1.78
C 5.5748 2.1079 1.6046 -1.54
C 5.9595 3.9554 -0.0160 -1.81
C 4.1827 -0.2750 -1.3279 1.51
C 4.7332 -1.0413 -0.0984 -1.57
C 2.7467 -0.7556 -1.7896 -1.57
C 5.2100 -0.5763 -2.4868 -1.73
H 5.3466 3.8883 -4.1249 0.49
H 5.3909 2.1124 -4.1448 0.31
H 6.1463 3.0211 -2.7526 0.09
H 3.5132 4.9878 -3.3552 0.49
H 4.0236 4.7179 -1.6955 0.47
H 2.3802 4.3034 -2.0783 0.16
H 2.8552 2.7129 -4.7910 0.44
H 1.8406 2.4954 -3.3593 0.24
H 2.9714 1.3214 -3.8774 0.39
H 7.0409 0.7025 -0.3542 0.30
H 7.8238 2.0767 0.4471 0.55
H 7.3113 2.2264 -1.2508 0.31
H 5.6687 1.0085 1.8259 0.32
H 4.6326 2.4942 2.0798 0.16
H 6.4261 2.4971 2.1922 0.46
H 5.9017 4.3126 -1.0443 0.38
H 6.9357 4.2247 0.4517 0.44
H 5.1505 4.4057 0.5488 0.38
H 4.1433 -0.9346 0.8814 0.17
H 5.7756 -0.8976 0.1336 0.33
H 4.6149 -2.1190 -0.3574 0.51
H 2.0334 -0.5538 -1.0020 -0.05
H 2.8562 -1.8065 -1.9689 0.45
H 2.4077 -0.2500 -2.6926 0.39
H 6.1192 -0.1086 -2.1496 0.38
H 4.8249 -0.2046 -3.4440 0.29
H 5.2294 -1.6478 -2.6170 0.55
```

Charge = +1
F_max = 3.870 eV Å⁻¹
⟨S²⟩ = 0.7537
2S+1 = 2
Calculated total energy = -218516.1912 eV
Relative energy (zero: lowest compared OMol25 entry of this formula, charge and spin) = 66.9 kcal per mole
HOMO-LUMO gap (alpha / beta) = 7.892 / 5.795 eV